Record 1
Molecular formula: C45H96FN4O10S2
Method: DFT, the ωB97M-V functional and the def2-TZVPD basis

Geometry as XYZ:
```
158
Properties=species:S:1:pos:R:3:forces:R:3:mulliken_charge:R:1
S -1.8297 2.2711 -1.4794 -0.168 0.274 -0.190 -0.188
S -3.5872 2.6469 0.8583 0.019 -0.065 0.278 -0.143
F 1.9131 -3.8837 -3.4983 0.198 0.026 0.296 -0.219
O -3.9955 -5.0704 8.5521 0.006 0.016 -0.090 -0.399
O -1.9358 -6.3957 10.3984 -0.248 -0.099 -0.195 -0.285
O 7.4646 -5.1078 -4.0141 -0.250 -0.358 -0.339 -0.546
O 3.0902 10.4690 -4.4088 -0.097 0.049 0.046 -0.455
O 5.2026 10.1142 -6.5654 -0.297 -0.107 0.088 -0.292
O 5.3757 3.3099 -0.6520 -0.301 0.015 0.202 -0.316
O 5.8443 5.0049 2.1003 -0.115 0.160 -0.251 -0.298
O -4.8330 -5.4772 11.4488 0.145 0.220 -0.186 -0.294
O 3.3550 5.3629 0.4037 -0.131 -0.008 -0.089 -0.467
O 5.0959 8.2200 -3.8612 -0.053 0.313 0.061 -0.340
N 2.2524 -2.5822 -3.2494 -0.363 -1.112 0.166 0.370
N 1.4352 -2.7838 -1.0106 -0.826 -0.008 -0.159 -0.151
N 2.2440 -0.7375 -2.0635 1.168 -1.636 0.278 0.275
N -3.9572 0.6988 -0.9708 0.203 -0.209 0.638 0.444
C -0.6435 0.9474 -1.1480 0.049 -0.096 0.370 -0.060
C 4.7128 -2.9256 -2.7199 0.148 -0.802 -0.561 -1.015
C 2.9907 9.0913 -4.7157 -0.076 -0.019 -0.134 -0.429
C 3.5434 4.5005 1.5112 -0.084 -0.127 0.037 -0.181
C 4.9114 -4.3920 -3.1211 -0.845 0.091 0.427 -0.547
C 7.1782 -5.6137 -2.7279 0.174 0.485 0.651 -0.484
C -3.2241 1.7742 -0.4452 0.060 0.152 -0.249 -0.069
C -1.7092 -5.3446 9.4802 0.121 0.013 0.187 -0.527
C -6.5380 -2.0379 -4.6121 -0.477 -0.236 -0.169 -0.473
C -2.7784 -0.7401 1.8195 0.164 -0.564 -0.029 -0.180
C 5.7888 8.2309 -2.6331 0.026 -0.098 -0.166 -0.630
C 0.5958 1.1646 -2.0375 -0.217 -0.457 0.174 -0.652
C -6.5473 -4.4022 -5.5757 -0.654 -0.219 0.101 -0.298
C -2.9357 -4.4788 9.2864 -0.036 0.153 0.025 -0.326
C 4.8397 11.3314 -5.9378 0.196 -0.008 -0.078 -0.524
C 3.6851 8.1581 -3.7474 0.105 -0.179 -0.071 -0.388
C 4.4015 5.5393 -0.5346 0.029 0.158 0.130 -0.158
C -1.3998 -7.6437 10.0192 0.050 0.079 0.118 -0.794
C -3.5214 -1.2434 0.5855 -0.244 0.661 -0.228 -0.256
C -6.8802 -0.2899 -2.7823 0.054 -0.079 -0.480 -0.771
C -3.5785 -4.7089 4.4746 -0.131 -0.311 -0.110 -0.974
C 4.9182 2.0136 -0.9142 0.182 0.037 -0.037 -0.250
C 5.8056 -5.1684 -2.1502 0.226 -0.289 -0.292 -0.851
C -1.9844 -1.8109 2.6262 -0.220 0.325 -0.661 -0.742
C 4.7232 4.3347 -1.3893 0.236 0.010 -0.087 -0.378
C 1.9202 -2.1000 -2.0434 0.259 0.747 -0.800 -0.368
C -7.4512 -0.9545 -4.0452 0.353 0.521 0.203 -0.813
C -7.5416 -5.5617 -5.7305 0.532 0.487 -0.024 -1.354
C -4.5213 -0.2274 0.0173 -0.329 -0.324 0.024 -0.973
C -5.3993 0.0864 -2.9275 -0.275 -0.272 0.991 -0.543
C -4.7013 -6.1632 9.1195 0.006 -0.156 -0.091 -0.322
C -5.5836 -5.8282 10.3024 -0.038 -0.102 0.176 -0.561
C 4.5078 4.9973 2.5656 0.163 -0.113 0.115 -0.592
C -7.2759 -3.0496 -5.5106 1.126 0.128 0.161 -0.732
C -5.3203 -4.3602 12.1600 0.018 -0.119 0.071 -0.789
C 4.7652 9.9830 -7.8999 0.133 -0.016 0.019 -0.791
C -1.4656 -4.2560 3.1153 -0.607 0.092 -0.267 -0.868
C -2.5557 -5.2672 3.4816 0.441 -0.042 0.485 -0.608
C 3.5479 -0.7481 -2.8562 -1.420 0.361 0.244 -1.069
C 4.3434 11.1215 -4.5242 0.097 0.052 0.128 -0.268
C 6.5843 6.1608 2.4357 0.060 -0.108 0.036 -0.798
C 3.6391 -2.1699 -3.5057 1.207 1.366 0.494 0.307
C -4.9606 1.1798 -1.9357 0.532 -0.123 -0.907 -1.063
C -1.9577 -3.2273 2.0530 0.615 -0.335 1.055 0.272
C 1.0790 -0.1048 -2.7525 -0.696 1.161 0.329 -0.801
H -1.2383 -3.2608 1.2390 -0.210 0.033 -0.545 -0.449
H 7.9036 -4.2625 -3.9419 0.200 0.179 0.075 0.318
H 3.7994 3.9615 -1.8466 -0.018 -0.049 0.045 0.200
H 3.9252 -4.8516 -3.0938 0.016 -0.151 -0.079 0.321
H -4.4739 1.9680 -2.5087 -0.078 0.221 0.105 0.401
H -4.1044 -2.1339 0.8066 0.070 -0.125 0.121 0.430
H 4.0699 11.8536 -6.5155 -0.031 -0.045 -0.016 0.347
H 1.3425 0.1339 -3.7837 0.342 -0.247 -0.043 0.508
H 5.2722 8.8369 -1.8813 -0.018 -0.035 0.022 0.400
H 4.7331 8.9190 -8.1345 0.066 0.002 0.001 0.232
H 0.3612 1.9219 -2.7822 0.150 0.096 -0.101 0.494
H 5.6356 -2.3831 -2.9371 0.054 0.188 0.156 0.369
H 4.1999 5.9958 2.8924 0.022 0.031 -0.041 0.336
H -1.9451 -8.4155 10.5610 0.033 0.017 0.056 0.239
H 3.2966 8.8853 -5.7433 0.186 -0.019 0.050 0.148
H 5.4559 10.4734 -8.5937 -0.068 0.047 -0.044 0.306
H -6.1818 -6.7178 10.5390 -0.100 0.022 -0.118 0.374
H 7.0026 6.0838 3.4441 -0.034 0.081 0.027 0.304
H -4.0322 -6.9943 9.3496 0.059 0.083 0.179 0.129
H -5.2846 -0.8094 -0.4947 -0.043 0.104 -0.232 0.129
H 3.7604 10.3949 -8.0377 0.004 0.025 -0.007 0.373
H -6.2702 -5.0218 10.0228 0.031 0.044 0.007 0.350
H -2.0673 -6.1216 3.9522 -0.056 -0.159 -0.029 0.413
H 4.3169 -0.6140 -2.1075 0.373 0.158 -0.259 0.305
H -3.2857 -4.0786 10.2391 0.022 -0.168 0.094 0.097
H -2.8434 -1.4747 -0.2383 0.151 -0.293 0.046 -0.028
H -2.6257 -3.6240 8.6788 -0.001 -0.017 -0.023 0.430
H 1.4080 1.5113 -1.4056 0.111 0.314 -0.136 -0.040
H 3.4733 0.0883 -3.5403 0.431 -0.029 -0.214 0.308
H 0.2368 -0.7947 -2.8276 0.040 -0.219 0.058 0.671
H 3.8277 1.9824 -1.0395 -0.003 -0.003 -0.026 -0.252
H -5.7445 -1.5947 -5.2126 0.221 0.090 0.155 0.211
H -5.1654 0.3695 -3.9493 0.000 0.125 -0.109 0.677
H -6.0587 -2.5662 -3.7851 -0.008 -0.099 0.090 0.329
H 6.7710 8.6682 -2.8087 0.017 -0.057 -0.036 0.339
H 7.4045 6.2464 1.7236 0.025 -0.055 0.028 0.233
H -4.8051 -0.7902 -2.6724 0.185 -0.102 -0.357 0.242
H 0.5668 -3.2968 -1.0221 0.315 -0.588 -0.310 0.202
H 5.9737 -4.6077 -1.2307 -0.015 0.207 -0.008 0.378
H -7.0102 -6.5093 -5.7567 -0.117 -0.180 -0.058 0.390
H -0.3548 1.0104 -0.1000 -0.031 -0.009 0.094 0.319
H 4.4446 4.3221 3.4291 -0.132 0.065 0.050 0.392
H -1.5215 -7.8249 8.9458 0.015 0.004 -0.009 0.362
H 1.9218 8.8717 -4.6507 -0.005 0.015 0.018 0.411
H 3.3625 8.3938 -2.7270 0.035 0.040 0.015 0.332
H 4.5437 -2.8616 -1.6424 -0.144 0.130 0.076 0.426
H -0.9510 -1.4666 2.6773 0.084 -0.045 0.339 0.260
H -5.3648 -6.5074 8.3218 -0.007 0.034 -0.011 0.411
H -5.8357 -4.4098 -6.3990 0.166 0.002 -0.007 0.326
H 1.9861 -2.8074 -0.1668 -0.371 0.777 0.356 0.261
H -0.3380 -7.7136 10.2790 0.021 -0.040 -0.080 0.306
H -3.2868 -4.9116 5.5030 0.118 0.078 0.087 0.200
H -7.2620 -2.6264 -6.5137 -0.601 -0.004 -0.133 0.291
H 5.9181 7.2110 -2.2557 0.046 0.049 0.134 0.039
H 3.9414 -2.1410 -4.5462 -0.675 -0.089 -0.302 0.718
H 5.7272 11.9755 -5.8926 -0.081 0.124 0.018 0.372
H 2.5608 4.4423 1.9863 -0.009 0.031 -0.012 0.430
H -7.4390 0.6167 -2.5524 -0.224 -0.009 0.003 0.456
H -1.2097 -3.7127 4.0246 0.304 -0.045 0.091 0.386
H -8.1167 -5.4345 -6.6441 -0.150 -0.148 -0.063 0.313
H -1.3854 -5.7353 8.5085 -0.028 -0.043 -0.005 0.314
H -8.4290 -1.3754 -3.8180 -0.112 -0.020 0.002 0.414
H 5.1793 1.3885 -0.0586 0.062 -0.011 -0.031 0.390
H 4.1779 12.1152 -4.1009 -0.033 -0.001 -0.003 0.413
H 5.2696 -6.0626 -1.8395 -0.010 -0.085 0.034 0.385
H -0.9078 -4.7074 9.8780 0.035 0.059 -0.151 0.379
H 3.3662 7.1321 -3.9809 -0.135 0.019 0.077 0.340
H 5.9722 7.0652 2.3650 -0.013 0.001 0.023 0.372
H -3.5198 -0.2838 2.4724 0.025 0.178 0.085 0.331
H 5.4002 1.6043 -1.8136 -0.099 -0.059 -0.028 0.443
H -7.6001 -0.1533 -4.7715 -0.127 -0.118 -0.253 0.292
H -2.0838 0.0380 1.5151 -0.043 0.244 0.024 -0.092
H 5.3990 4.6568 -2.1917 -0.126 0.051 -0.087 0.383
H 7.9598 -5.2895 -2.0395 0.071 -0.068 0.084 0.262
H -5.8118 1.6161 -1.4074 -0.036 0.054 0.148 0.423
H -6.1199 -4.6480 12.8501 -0.061 0.066 -0.029 0.305
H -4.4927 -3.9496 12.7378 -0.002 -0.055 0.037 0.237
H 7.2325 -6.6970 -2.7446 -0.031 -0.101 -0.379 0.311
H -7.0198 -0.9770 -1.9460 0.096 0.052 0.192 0.274
H -5.0467 0.2951 0.8207 0.035 0.163 0.062 0.473
H -4.5352 -5.2050 4.3277 -0.184 0.120 0.070 0.325
H -0.5823 -4.7931 2.7698 0.105 0.079 -0.028 0.413
H -3.7179 -3.6336 4.3858 -0.109 0.080 -0.157 0.235
H 4.0363 6.3147 -1.2110 -0.053 -0.014 -0.004 0.181
H -8.2132 -5.5462 -4.8755 -0.182 -0.174 0.001 0.357
H -2.3756 -1.8408 3.6388 0.027 -0.043 0.151 0.325
H -1.1107 -0.0276 -1.2854 -0.085 -0.050 -0.235 -0.169
H -2.9336 -3.5617 1.7215 -0.087 0.083 -0.292 0.387
H 3.7997 3.4867 1.1925 0.189 0.046 -0.022 -0.021
H -8.2950 -3.1880 -5.1589 -0.160 0.000 -0.059 0.416
H 5.1045 10.6401 -3.9071 0.035 -0.137 -0.137 0.053
H 5.2999 5.9355 -0.0574 0.081 -0.181 0.019 0.159
H -5.9970 -4.5687 -4.6492 0.170 0.063 0.040 0.309
H -5.6876 -3.5808 11.4846 -0.025 -0.006 -0.005 0.369
H -3.0442 -5.6575 2.5897 -0.014 0.095 -0.169 0.347
H 5.2446 -4.4596 -4.1526 0.237 -0.028 -0.031 0.485
```
Forces are in eV/Å.

For the electronic energy, the calculation gives -3639.22613 a.u. Its HOMO energy is -10.21 eV. The LUMO energy is -4.61 eV. Its total charge is +1.


Record 2
Molecular formula: C31H65NO14S6
Method: DFT, the ωB97M-V functional and the def2-TZVPD basis

Geometry as XYZ:
```
117
Properties=species:S:1:pos:R:3:forces:R:3:mulliken_charge:R:1
S 2.0491 3.6807 -0.5198 -0.181 0.009 0.125 1.125
S 0.7424 0.5406 4.6072 0.111 -0.080 0.022 1.047
S -4.8756 0.5390 -3.4284 -0.091 0.026 0.040 1.013
S 5.8646 -0.5606 -3.6791 -0.075 0.286 0.046 1.124
S 1.8781 -3.6320 9.6383 -0.016 -0.013 -0.072 1.072
S -5.1691 1.7544 -10.2791 0.038 -0.004 0.005 1.167
O -5.1993 0.5878 -11.1257 0.018 -0.054 -0.015 -0.664
O -6.0052 2.8834 -10.5965 -0.037 0.060 0.016 -0.678
O 1.8150 -2.2179 9.3565 0.030 0.055 -0.058 -0.557
O 0.7023 3.3258 -0.8923 -0.014 -0.024 -0.070 -0.663
O -3.6823 0.1657 -2.7167 0.146 -0.053 0.066 -0.547
O 7.2808 -0.8093 -3.6115 0.092 -0.042 -0.020 -0.706
O -3.6217 -2.0391 1.4475 -0.057 0.132 0.085 -0.414
O 2.1612 -4.0811 10.9735 0.003 -0.037 0.073 -0.710
O 1.1398 1.5459 3.6448 -0.029 0.072 0.003 -0.552
O 4.9342 -1.6413 -3.4762 -0.110 -0.218 0.060 -0.633
O -0.6088 0.0442 4.5853 -0.072 0.026 0.026 -0.652
O -4.7868 0.9235 -4.8158 -0.042 0.013 -0.034 -0.696
O 1.8685 -1.1460 0.2120 -0.204 -0.105 0.051 -0.209
O 3.1202 3.4743 -1.4657 0.005 0.081 0.073 -0.766
N -0.4837 -0.3412 1.2334 0.012 0.157 -0.242 0.014
C -3.5991 -3.4308 1.2592 -0.087 -0.005 -0.079 -0.719
C 4.9766 1.9544 -3.4932 -0.048 0.015 -0.039 -0.241
C 2.0304 5.3743 0.0640 0.105 -0.009 0.103 -0.774
C 1.1414 1.0646 6.2726 0.038 -0.002 0.010 -0.930
C 0.3844 -4.3982 9.0098 -0.006 -0.034 -0.024 -0.775
C 2.6381 4.0707 2.0464 0.024 0.027 -0.007 -0.575
C 2.6239 -0.8370 5.8917 -0.038 -0.003 0.004 -0.443
C -3.1320 2.0993 -8.5898 -0.028 -0.003 -0.035 -0.704
C 4.4259 1.3296 -4.7833 0.055 -0.039 0.033 -0.640
C 1.1704 -0.2817 -0.6685 0.188 -0.053 0.274 -0.264
C 2.1464 -5.3411 7.6045 0.003 0.042 0.013 -0.689
C 1.7621 5.2345 1.5603 -0.013 -0.022 -0.014 -0.681
C 5.4097 0.8010 -2.5841 0.032 0.062 -0.036 0.043
C -7.0703 1.1650 -2.0477 0.039 -0.008 -0.003 -0.602
C -3.4550 2.2819 -10.0766 0.015 0.026 0.051 -0.666
C -6.8354 -0.3486 -1.9380 0.026 0.012 -0.002 -0.445
C 2.7228 -2.0285 -0.4888 0.373 0.330 0.039 -0.105
C -0.2061 0.1338 -0.1272 -0.089 0.081 0.230 -0.453
C 3.0057 -4.4040 8.4594 -0.010 -0.053 -0.012 -0.547
C -4.0117 0.9564 -8.0642 0.039 -0.004 -0.042 -0.297
C 3.7482 -2.5867 0.4725 -0.068 -0.061 0.101 -1.234
C -5.7453 1.8013 -2.4801 -0.053 0.009 -0.001 -0.722
C -5.4157 1.2435 -8.5800 0.002 0.006 0.053 -0.678
C -2.6660 -1.3223 0.6710 -0.118 -0.066 -0.074 -0.382
C 2.4477 2.9160 1.0612 0.049 0.031 -0.034 0.181
C 5.4371 0.2688 -5.2101 -0.031 0.070 -0.001 -0.773
C 1.8840 -0.8506 4.5509 0.044 -0.006 -0.023 -0.722
C 0.7282 -4.7536 7.5678 0.021 0.014 0.019 -0.245
C -6.1005 -0.7509 -3.2118 -0.037 -0.003 0.013 -0.789
C 1.6894 -0.1983 6.9278 0.003 0.016 -0.019 -0.377
C -1.9121 -0.3186 1.5350 0.020 0.006 0.157 -0.537
H 6.2737 1.0283 -1.9649 0.003 -0.016 0.017 0.463
H -5.8749 2.0810 -8.0550 0.001 0.004 0.000 0.323
H -3.2018 -0.8242 -0.1416 0.030 -0.039 -0.108 -0.018
H 3.6848 4.3828 2.0588 -0.001 0.008 -0.020 0.321
H -5.5754 -1.7015 -3.1559 0.025 0.007 -0.010 0.418
H 5.8382 2.5816 -3.7306 0.043 -0.026 -0.030 0.302
H -2.3507 0.6842 1.4286 -0.040 0.043 -0.068 0.279
H -0.9824 -0.2372 -0.7942 0.007 -0.103 -0.018 0.334
H 3.4600 0.8597 -4.5870 -0.012 -0.004 -0.003 0.286
H 3.0139 5.7981 -0.1388 0.005 0.008 0.013 0.363
H 0.2339 1.4568 6.7252 -0.018 0.001 -0.024 0.452
H -5.1032 2.0408 -1.6345 0.022 -0.028 0.000 0.380
H 0.7086 4.9992 1.7242 -0.005 0.003 -0.002 0.279
H -6.0871 0.3883 -8.5812 -0.006 0.000 -0.032 0.428
H -3.3652 3.0163 -8.0455 -0.015 0.000 0.006 0.298
H -7.4125 1.5890 -1.1052 -0.014 0.001 0.001 0.338
H -7.8388 1.3628 -2.7971 0.004 -0.009 -0.016 0.301
H 0.0083 -5.4563 7.1518 0.002 -0.002 -0.014 0.356
H 2.5657 -5.4484 6.6054 -0.001 -0.016 -0.005 0.344
H 0.7081 -3.8526 6.9498 -0.005 0.006 0.000 0.024
H 1.2663 -1.7365 4.4153 -0.025 0.005 -0.002 0.400
H 3.2380 -1.4618 -1.2717 -0.004 -0.246 -0.235 0.147
H -2.0554 -0.6164 2.5734 0.102 0.028 -0.001 0.442
H -3.3860 3.3101 -10.4223 0.004 -0.001 -0.017 0.380
H -0.0127 0.2986 1.8624 -0.003 -0.173 0.196 -0.121
H 1.6050 2.2856 1.3350 -0.039 0.006 -0.012 -0.311
H -2.8571 1.6351 -10.7157 -0.026 -0.032 -0.002 0.344
H -1.9441 -2.0143 0.2280 0.047 -0.032 0.049 0.523
H 4.2381 2.5794 -2.9927 0.129 -0.110 -0.113 0.094
H 2.1491 -2.8376 -0.9530 -0.112 0.070 -0.066 0.319
H 3.7813 -4.9097 9.0287 0.009 0.005 0.001 0.380
H -3.5339 -3.6960 0.1990 -0.035 -0.015 -0.042 0.304
H -3.6597 0.0017 -8.4615 -0.011 -0.004 -0.009 0.299
H 4.5916 0.4402 -1.9627 -0.026 -0.028 -0.015 -0.393
H 4.2818 2.0744 -5.5645 -0.008 0.009 0.001 0.401
H 3.5371 -0.2449 5.8069 0.001 0.010 -0.007 0.354
H 1.0464 -0.7695 -1.6385 0.022 0.058 -0.078 0.442
H 2.9145 -1.8459 6.1828 0.010 0.005 0.014 0.080
H 1.7906 0.6128 -0.8048 -0.003 0.021 -0.256 -0.157
H 3.4446 -3.5957 7.8775 -0.017 0.025 0.015 0.228
H -6.2156 -0.5723 -1.0672 0.007 -0.005 0.004 0.207
H 0.1988 -5.2838 9.6170 0.002 -0.007 -0.004 0.359
H 2.2059 0.0209 7.8592 -0.011 -0.011 0.015 0.480
H -4.5338 -3.8213 1.6579 0.003 -0.074 0.033 0.260
H 1.2653 5.9115 -0.4908 -0.004 -0.029 -0.031 0.418
H 4.1594 -3.5216 0.0962 0.069 -0.014 -0.026 0.383
H 1.8944 1.8494 6.1978 0.008 -0.008 -0.016 0.374
H -5.8600 2.6747 -3.1167 0.010 0.008 0.000 0.353
H -2.7631 -3.9059 1.7827 0.075 0.036 0.018 0.293
H -7.7700 -0.8971 -1.8328 -0.006 0.004 0.010 0.340
H 3.3340 2.3023 0.9188 -0.006 -0.021 -0.003 0.427
H 2.3695 3.7506 3.0509 -0.012 -0.008 -0.001 0.197
H 4.5693 -1.8882 0.6264 0.011 0.047 0.058 0.289
H 2.5244 -0.7192 3.6819 -0.031 -0.015 -0.035 0.348
H -0.2583 1.2244 -0.1809 -0.163 0.087 -0.085 0.296
H 6.3529 0.7091 -5.6040 0.000 0.010 0.004 0.354
H 5.0513 -0.4792 -5.8985 0.021 -0.035 0.012 0.424
H -2.0730 1.8923 -8.4439 0.006 0.008 0.007 0.374
H -0.4300 -3.6869 9.1241 0.011 0.016 0.020 0.416
H 2.1185 -6.3335 8.0574 -0.010 0.000 0.016 0.339
H 1.9851 6.1603 2.0888 0.000 -0.004 0.008 0.422
H -4.0019 0.9006 -6.9789 0.022 -0.014 0.003 0.133
H 3.2710 -2.7780 1.4339 -0.006 -0.084 0.037 0.242
H -6.7513 -0.7296 -4.0857 -0.004 0.007 0.000 0.367
H 0.8719 -0.8785 7.1694 -0.009 0.002 0.010 0.151
```
Forces are in eV/Å.

As for the SMILES: O=S1(=O)CCCC1.O=S1(=O)CCCC1.O=S1(=O)CCCC1.O=S1(=O)CCCC1.O=S1(=O)CCCC1.O=S1(=O)CCCC1.CCOCCNCCOC. For the electronic energy, the calculation gives -4717.31442 a.u. Its HOMO energy is -8.24 eV. The LUMO energy is 0.24 eV.


> Number 1 is which compound?

C45H96FN4O10S2